Entry 1:
C26H41BrIN6ORe | ωB97M-V with the def2-TZVPD basis set

Each line ends with the Löwdin spin population.
CARTESIAN COORDINATES (ANGSTROEM)
H (1.848, -4.161, 2.419)  0.000
C (2.992, 1.116, 0.954)  0.005
C (-2.277, 2.649, 4.702)  0.001
C (-2.537, -0.405, 1.606)  0.016
C (-2.243, -1.486, 2.656)  0.005
H (-1.180, 2.512, -3.065)  0.000
N (2.480, 2.612, -0.458)  0.000
H (1.201, 4.815, 4.461)  0.000
H (-1.312, -2.010, 2.454)  0.000
H (-3.256, 1.770, 6.398)  0.000
C (-0.385, 2.565, 2.633)  0.033
C (-2.318, -0.987, 0.205)  0.004
H (0.325, 5.584, 3.154)  0.000
N (0.487, -0.228, -1.872)  0.016
H (1.083, 0.621, 2.770)  0.002
H (-1.228, 4.412, 5.310)  0.002
H (1.548, 4.360, 2.788)  0.000
H (-4.063, 1.183, 1.623)  0.000
H (2.143, -0.869, -3.029)  0.001
H (-3.051, -2.218, 2.632)  0.000
N (-1.233, 1.983, -1.009)  -0.003
H (0.490, 0.808, -3.727)  0.001
H (1.978, -1.674, -1.460)  0.000
C (-0.366, -1.261, -2.545)  0.003
H (2.578, -0.003, -1.540)  0.000
C (2.184, -2.425, 3.641)  -0.002
C (3.733, 2.896, -0.077)  0.008
C (-2.693, 2.214, -0.794)  -0.001
H (-1.424, -1.089, -2.370)  0.000
C (1.936, -1.049, 3.730)  0.000
C (-3.986, 0.102, 1.724)  0.003
C (1.710, -3.093, 2.507)  0.000
C (-3.269, 2.700, 5.828)  -0.001
H (2.929, 0.231, 1.551)  0.000
O (2.810, -3.145, 4.544)  -0.002
C (-1.273, 3.612, 4.579)  0.044
H (2.251, -0.466, 4.586)  0.000
C (1.893, -0.722, -1.976)  0.002
H (-4.434, -0.187, 2.672)  0.000
Re (-0.223, 0.345, 0.217)  0.703
H (4.272, 3.729, -0.499)  0.000
H (0.434, 3.252, -0.682)  0.000
C (4.104, 1.946, 0.849)  0.002
H (-2.805, -1.955, 0.080)  -0.001
H (1.973, 3.112, -1.165)  0.000
C (0.350, 1.034, -2.668)  0.004
N (0.845, -1.048, 1.561)  -0.002
H (-0.929, 4.023, -1.509)  0.000
H (-2.853, 2.576, 0.218)  0.000
N (-1.460, 0.649, 1.688)  0.087
H (-0.995, 3.681, 0.225)  0.001
H (-4.593, -0.346, 0.936)  0.000
C (1.284, -0.438, 2.696)  0.002
C (-1.418, 1.596, 2.689)  0.024
H (-4.280, 2.836, 5.443)  -0.001
I (5.893, 1.764, 1.848)  0.000
C (1.055, -2.387, 1.531)  -0.002
H (-0.181, -1.231, -3.620)  0.000
H (-3.042, 2.971, -1.500)  0.000
N (1.978, 1.509, 0.165)  0.006
H (-1.234, -1.313, 0.028)  0.002
H (-2.191, -1.066, 3.659)  0.000
C (0.755, 4.636, 3.483)  -0.001
C (-1.027, 1.627, -2.444)  0.000
Br (0.361, -3.420, 0.123)  0.001
H (1.146, 1.713, -2.373)  0.000
H (0.359, 2.522, 1.842)  0.008
H (3.102, -2.636, 5.315)  0.000
C (-2.340, 1.638, 3.755)  0.027
H (-3.094, 0.876, 3.867)  0.001
H (-3.055, 3.519, 6.510)  0.000
H (-2.693, -0.349, -0.584)  0.000
C (-0.307, 3.579, 3.559)  0.003
C (-0.633, 3.316, -0.732)  0.002
H (-3.273, 1.314, -0.958)  0.000
H (-1.791, 0.903, -2.724)  0.000
H (-0.100, -2.242, -2.178)  0.000

Atoms 1-2, force components in eV/Å:
0.00 0.00 0.00
0.16 -0.09 -0.10

The value obtained for the gap between HOMO and LUMO (alpha / beta) is 5.76 / 5.66 eV. The highest occupied orbital energy (alpha / beta) comes out at -16.424 / -16.427 eV. Its multiplicity is 2. Its LUMO energy (alpha / beta) is -10.660 / -10.764 eV. The charge is +3.


Entry 2:
C3H2F2OS | ωB97M-V with the def2-TZVPD basis set

Each line ends with the Mulliken charge.
CARTESIAN COORDINATES (ANGSTROEM)
H (-0.928, -1.956, 0.913)  0.365
C (-0.437, -1.561, 0.051)  0.261
C (-0.153, -0.772, -0.790)  -0.639
F (-0.436, 2.650, -2.003)  -0.227
H (0.332, 1.994, -0.398)  0.243
F (1.655, 2.154, -1.887)  -0.241
C (0.427, 1.729, -1.493)  0.281
O (-1.294, 0.310, -2.870)  -0.490
S (0.100, 0.099, -2.455)  0.447

Atoms 1-2, force components in eV/Å:
0.34 -0.43 -0.07
-1.07 -0.42 1.69

The value obtained for the gap between HOMO and LUMO is 10.79 eV. The highest occupied orbital energy comes out at -10.545 eV. Its LUMO energy is 0.242 eV. The charge is 0.


Entry 3:
C43H36ClN2P2PtS | ωB97M-V with the def2-TZVPD basis set

Each line ends with the Mulliken charge.
CARTESIAN COORDINATES (ANGSTROEM)
S (1.668, 0.177, 1.897)  -0.357
P (0.374, 1.527, -1.038)  0.679
C (-0.113, 1.391, -2.780)  0.107
C (3.090, 0.955, -1.320)  1.139
H (0.478, 2.763, 1.530)  0.264
H (-6.203, -1.193, -3.334)  0.420
C (-1.347, 0.805, -3.063)  -0.220
C (1.780, -1.271, 2.801)  -0.035
C (-1.678, 5.238, 0.709)  -0.704
H (-4.048, -2.299, -3.826)  0.493
C (-1.318, 3.773, -1.166)  -0.702
H (5.144, 0.444, -1.603)  0.590
C (0.802, -3.600, 0.606)  -0.461
C (-0.190, 3.366, 0.923)  -0.090
C (-0.797, 4.481, 1.473)  -0.605
C (0.687, 1.839, -3.826)  -0.503
H (-0.585, 4.760, 2.497)  0.514
H (6.438, -0.098, 0.883)  0.447
H (4.268, 4.587, -0.926)  0.439
C (4.439, 1.244, -1.423)  -0.730
C (3.921, -2.113, 1.858)  0.312
H (-3.031, -4.133, 1.178)  0.609
P (-1.974, -1.057, 0.416)  0.768
H (-3.090, -2.209, 2.878)  0.252
Pt (0.141, -0.555, 0.024)  2.598
H (-1.302, 1.011, -6.436)  0.400
C (-2.482, 1.048, 2.148)  -0.082
H (5.916, 2.787, -1.358)  0.420
C (-0.064, -2.507, 0.561)  -1.475
C (-3.346, -1.074, -0.752)  0.561
H (-2.157, 6.107, 1.138)  0.400
Cl (2.623, -0.716, -1.485)  -0.173
H (-6.525, -0.005, -1.192)  0.447
C (0.259, 1.697, -5.138)  -0.752
H (0.730, -2.441, 4.131)  0.210
C (2.140, 1.948, -1.105)  -0.737
H (-1.975, 0.447, -2.255)  0.538
C (-2.546, -0.333, 1.973)  0.264
C (-1.080, -5.044, 1.149)  -0.969
C (-1.939, 4.881, -0.604)  -0.709
C (4.685, -0.959, 1.740)  -0.149
C (-0.971, 1.119, -5.412)  -0.669
C (6.230, -2.157, 0.327)  -0.509
H (-2.108, 1.678, 1.351)  0.381
C (-3.024, -1.137, 3.006)  -0.514
C (5.469, -3.308, 0.463)  -0.855
C (-3.160, -1.732, -1.965)  -0.446
C (-5.583, -0.489, -1.409)  -0.762
H (-2.625, 5.467, -1.200)  0.435
C (-2.882, 1.620, 3.344)  -0.641
N (2.756, -2.169, 2.672)  -0.055
C (-4.189, -1.778, -2.888)  -0.644
H (-3.646, 1.259, 5.314)  0.398
H (1.647, 2.299, -3.627)  0.407
C (-3.414, -0.561, 4.206)  -0.591
C (2.592, 3.258, -0.960)  -0.453
H (-1.448, -6.039, 1.364)  0.431
H (5.773, -4.225, -0.023)  0.419
H (-3.780, -1.188, 5.008)  0.428
C (4.315, -3.289, 1.229)  -0.233
H (1.873, 4.050, -0.791)  0.446
C (-1.425, -2.732, 0.794)  0.700
H (0.001, -0.945, 3.679)  0.145
C (4.862, 2.556, -1.281)  -0.713
C (0.281, -4.849, 0.915)  -0.677
C (-1.965, -3.982, 1.061)  -0.503
H (-2.738, 0.224, -4.579)  0.476
H (-2.828, 2.693, 3.470)  0.463
H (2.620, -3.053, 3.144)  0.341
C (-4.556, -0.442, -0.477)  -0.503
H (7.135, -2.173, -0.265)  0.432
H (-4.703, 0.078, 0.461)  0.411
H (0.941, -5.708, 0.942)  0.444
H (3.717, -4.186, 1.339)  0.478
C (3.940, 3.563, -1.042)  -0.885
C (-0.443, 3.010, -0.403)  0.508
H (1.854, -3.493, 0.369)  0.722
H (4.394, -0.056, 2.252)  0.483
H (-1.518, 3.512, -2.197)  0.442
C (-1.777, 0.677, -4.371)  -0.680
C (5.837, -0.993, 0.969)  -0.745
H (0.890, 2.042, -5.946)  0.433
C (-3.342, 0.815, 4.376)  -0.647
C (-5.401, -1.157, -2.610)  -0.570
N (0.816, -1.537, 3.693)  -0.275
H (-2.211, -2.210, -2.183)  0.327

Atoms 1-2, force components in eV/Å:
0.40 0.12 0.13
-0.24 -0.24 -0.19

The value obtained for the gap between HOMO and LUMO is 7.54 eV. The highest occupied orbital energy comes out at -9.966 eV. Its LUMO energy is -2.431 eV. The charge is +1.


Entry 4:
C4H8N2O | ωB97M-V with the def2-TZVPD basis set

Each line ends with the Mulliken charge.
CARTESIAN COORDINATES (ANGSTROEM)
H (0.280, -1.236, 2.414)  0.325
H (-1.349, -0.696, 1.944)  0.318
H (1.414, 0.936, 0.515)  0.328
H (-1.233, -0.400, -1.799)  0.406
O (-1.721, 0.976, -0.326)  -0.566
H (0.922, 0.880, -2.397)  0.290
C (0.581, 1.000, -1.373)  -0.641
H (0.274, 2.015, -1.120)  0.360
C (-0.963, 0.229, -0.945)  0.158
C (-0.285, -0.620, 1.712)  -1.066
N (1.000, -0.774, -0.477)  -0.337
N (1.559, 0.487, -0.393)  -0.226
H (-0.008, 0.425, 1.843)  0.288
C (-0.071, -1.100, 0.297)  -0.069
H (-0.400, -2.122, 0.104)  0.432

Atoms 1-2, force components in eV/Å:
-0.01 -0.05 -0.15
0.07 0.02 0.09

The value obtained for the gap between HOMO and LUMO (alpha / beta) is 8.28 / 8.28 eV. The highest occupied orbital energy (alpha / beta) comes out at -8.727 / -8.727 eV. Its LUMO energy (alpha / beta) is -0.445 / -0.444 eV. The charge is 0.


Entry 5:
C4H12O2 | ωB97M-V with the def2-TZVPD basis set

Each line ends with the Mulliken charge.
CARTESIAN COORDINATES (ANGSTROEM)
C (1.135, -2.331, 6.152)  -1.068
H (0.729, -2.938, 6.979)  0.296
H (0.713, -4.343, 3.678)  0.298
H (-3.740, -0.860, 3.366)  0.285
H (-4.833, -3.657, 3.279)  0.256
O (0.924, -4.168, 4.618)  -0.524
C (0.650, -2.755, 4.798)  -0.019
H (-5.526, -2.136, 1.616)  0.267
H (-3.825, -1.756, 1.220)  0.267
H (-3.073, -3.454, 3.014)  0.186
H (0.916, -1.269, 6.355)  0.337
H (-0.455, -2.696, 4.764)  0.121
O (-4.644, -0.936, 2.996)  -0.501
H (1.046, -2.119, 3.982)  0.306
C (-4.505, -2.061, 2.038)  -0.284
H (2.230, -2.465, 6.123)  0.253
H (-4.099, -4.146, 1.720)  0.290
C (-4.063, -3.401, 2.532)  -0.766

Atoms 1-2, force components in eV/Å:
0.89 0.15 0.23
0.07 0.16 -0.51

The value obtained for the gap between HOMO and LUMO is 10.91 eV. The highest occupied orbital energy comes out at -10.375 eV. The structure (SMILES) is CCO.CCO. Its LUMO energy is 0.540 eV. The charge is 0.


Entry 6:
C3H14O3 | ωB97M-V with the def2-TZVPD basis set

Each line ends with the Mulliken charge.
CARTESIAN COORDINATES (ANGSTROEM)
H (1.213, -3.386, 2.087)  0.307
H (-0.285, 2.702, 2.498)  0.261
H (0.998, -1.576, -0.661)  0.284
H (-1.407, 0.386, 1.802)  0.222
H (0.569, 2.452, 0.879)  0.249
H (1.490, -2.325, -3.561)  0.291
H (-0.423, 3.852, 0.992)  0.310
C (-0.401, 2.828, 1.335)  -0.926
O (1.561, -1.528, -1.483)  -0.655
H (-2.357, 0.034, 0.415)  0.347
O (1.815, -2.864, -4.257)  -0.592
H (1.159, -1.791, 1.759)  0.334
H (-2.687, 2.167, 1.402)  0.273
H (-0.466, 0.270, 0.199)  0.171
H (2.397, -1.152, -1.164)  0.316
H (1.257, -2.428, -4.891)  0.320
C (-1.442, 0.505, 0.683)  -0.761
O (0.800, -2.682, 1.497)  -0.632
H (-2.007, 2.512, -0.282)  0.292
C (-1.782, 2.021, 0.749)  -0.411

Atoms 1-2, force components in eV/Å:
-0.66 1.71 -1.11
-0.38 0.49 -2.27

The value obtained for the gap between HOMO and LUMO is 11.33 eV. The highest occupied orbital energy comes out at -10.988 eV. The structure (SMILES) is CCC.O.O.O. Its LUMO energy is 0.337 eV. The charge is 0.


Calculated E (eV), listed in the same order as above: -118861.6411; -21456.5412; -93335.1663; -9300.6190; -8436.6018; -9479.2558